No. 1
Computed, not measured: a 2-piece molecular cluster, C3O4S overall, with wB97M-V/def2-TZVPD.

Calculated values
energy above the lowest of the compared OMol25 structures with the same formula, charge and spin = 132.72 kJ/mol

```
! wB97M-V def2-TZVPD RIJCOSX def2/J DEFGRID3
* xyz -2 1
C 0.405 -0.631 0.261
C -1.838 0.242 -0.023
C 1.432 0.300 -0.199
O -2.189 -0.093 -1.109
O 1.483 0.805 -1.313
O -2.035 0.871 0.989
O 2.047 0.729 0.840
S 0.694 -2.223 0.555
*
```

Mulliken analysis output, partial charges in e: atom 1 (C): -0.254, atom 2 (C): 0.388, atom 3 (C): 0.612, atom 4 (O): -0.366, atom 5 (O): -0.721, atom 6 (O): -0.394, atom 7 (O): -0.725, atom 8 (S): -0.540

---

No. 2
Computed, not measured: an isolated ion of composition C3O5S and charge -2, with wB97M-V/def2-TZVPD.

Calculated values
energy above the lowest of the compared OMol25 structures with the same formula, charge and spin = 177.05 kJ/mol

```
! wB97M-V def2-TZVPD RIJCOSX def2/J DEFGRID3
* xyz -2 1
C -1.971 -0.335 0.079
C -0.840 -0.351 0.566
C 1.386 1.975 -0.137
O -3.194 -0.328 0.056
O 0.561 -1.825 -1.030
O 0.273 2.385 -0.127
O 1.525 -1.168 1.194
O 1.553 0.423 -0.636
S 0.706 -0.776 0.035
*
```

Mulliken analysis output, partial charges in e: atom 1 (C): 1.044, atom 2 (C): -1.115, atom 3 (C): -0.621, atom 4 (O): -0.715, atom 5 (O): -0.707, atom 6 (O): -0.193, atom 7 (O): -0.694, atom 8 (O): -0.098, atom 9 (S): 1.100

---

No. 3
Computed, not measured: a 15-piece molecular cluster, C40H102F9N12O28 overall, with wB97M-V/def2-TZVPD.

```
! wB97M-V def2-TZVPD RIJCOSX def2/J DEFGRID3
* xyz -1 1
C 3.987 6.661 -1.795
C 3.266 5.541 -0.979
C 3.590 4.164 -1.539
O 4.951 3.841 -1.351
C 5.368 2.716 -2.044
N 3.832 5.797 0.367
H 3.625 6.714 0.989
H 3.612 4.988 0.972
H 4.844 5.762 0.366
H 4.981 6.396 -2.149
H 4.221 7.522 -1.159
H 3.410 7.011 -2.675
H 2.225 5.723 -1.025
H 3.316 4.282 -2.582
H 2.929 3.380 -1.180
H 6.377 2.577 -1.758
H 5.206 2.841 -3.118
H 4.852 1.817 -1.668
C -0.951 1.443 -0.799
C 0.528 1.660 -1.144
C 1.375 1.532 0.097
O 1.110 0.225 0.652
C 0.649 0.242 1.987
N 0.979 0.557 -2.071
H 0.942 0.852 -3.058
H 1.974 0.280 -1.820
H 0.439 -0.327 -1.944
H -1.239 1.897 0.138
H -0.944 0.320 -0.511
H -1.723 1.684 -1.471
H 0.788 2.563 -1.672
H 1.219 2.330 0.821
H 2.439 1.622 -0.128
H -0.368 0.627 2.096
H 1.392 0.862 2.558
H 0.600 -0.773 2.334
C 0.143 -5.967 3.560
C -0.281 -4.660 3.055
C 0.874 -3.666 3.252
O 1.138 -3.365 4.622
C 0.179 -2.410 5.215
N -0.717 -4.802 1.640
H -0.082 -5.451 1.179
H -1.725 -5.131 1.674
H -0.618 -3.873 1.215
H 0.348 -5.813 4.624
H 1.076 -6.183 3.091
H -0.694 -6.685 3.380
H -1.115 -4.182 3.541
H 0.674 -2.732 2.658
H 1.793 -4.081 2.847
H 0.383 -1.382 4.843
H 0.247 -2.549 6.310
H -0.800 -2.680 4.938
C -6.219 -3.956 -2.029
C -5.318 -4.808 -1.165
C -4.150 -5.485 -1.825
O -3.156 -5.550 -0.786
C -2.045 -6.200 -1.269
N -4.716 -3.996 -0.067
H -5.304 -3.278 0.309
H -4.305 -4.656 0.661
H -3.885 -3.490 -0.517
H -5.821 -3.886 -3.008
H -6.430 -3.012 -1.506
H -7.180 -4.445 -2.101
H -5.961 -5.569 -0.686
H -3.699 -4.959 -2.662
H -4.365 -6.501 -2.203
H -1.827 -6.061 -2.311
H -2.213 -7.321 -1.299
H -1.184 -6.025 -0.652
C -5.297 1.128 2.260
C -4.510 -0.213 2.524
C -5.300 -1.458 3.128
O -6.557 -1.553 2.570
C -7.270 -2.629 3.211
N -3.986 -0.521 1.233
H -4.442 -0.132 0.420
H -6.035 3.245 -3.039
H -3.412 -1.330 1.159
H -5.873 1.456 3.125
H -6.048 0.947 1.476
H -4.568 1.861 1.955
H -3.755 -0.013 3.286
H -5.290 -1.413 4.257
H -4.742 -2.332 2.865
H -8.214 -2.781 2.724
H -7.327 -2.521 4.304
H -6.619 -3.487 2.945
C 0.172 5.259 5.405
C 0.454 4.038 4.537
C -0.523 3.829 3.377
O -0.863 5.051 2.726
C -1.359 4.891 1.371
N 1.803 4.212 3.923
H 3.207 3.520 2.740
H 1.712 4.734 3.046
H 2.313 4.899 4.479
H -0.815 5.144 5.886
H 0.090 6.085 4.710
H 0.956 5.372 6.173
H 0.477 3.168 5.179
H -1.412 3.426 3.837
H -0.092 3.233 2.562
H -1.828 5.862 1.107
H -2.118 4.102 1.438
H -0.523 4.623 0.721
C 1.445 -6.322 -4.284
C 1.727 -4.809 -4.477
C 1.006 -4.247 -5.697
O -0.376 -4.567 -5.790
C -1.175 -3.854 -4.874
N 1.568 -4.018 -3.237
H 0.580 -3.900 -3.124
H 1.944 -4.476 -2.441
H 1.730 -2.383 -3.364
H 2.386 -6.848 -4.113
H 0.859 -6.756 -5.038
H 0.893 -6.460 -3.347
H 2.789 -4.582 -4.694
H 1.577 -4.677 -6.592
H 1.105 -3.168 -5.708
H -0.787 -2.841 -4.756
H -1.311 -4.302 -3.857
H -2.202 -3.870 -5.310
C 5.001 2.906 2.140
O 4.860 1.708 2.864
O 3.696 3.404 1.858
C 5.839 3.965 2.890
F 7.079 3.548 3.036
F 5.826 5.111 2.240
F 5.472 4.344 4.090
C 6.065 0.890 2.895
C 6.518 0.850 4.340
H 7.449 0.323 4.335
H 6.687 1.884 4.663
H 5.801 0.247 4.955
H 6.826 1.468 2.348
H 5.769 -0.095 2.559
H 5.421 2.669 1.192
C 3.534 -1.343 -3.328
O 3.829 -0.773 -2.127
O 2.214 -1.519 -3.532
C 4.065 -0.408 -4.437
F 3.326 0.703 -4.500
F 5.349 -0.052 -4.278
F 4.061 -1.065 -5.616
C 3.910 -1.797 -1.117
C 4.243 -1.107 0.265
H 4.096 -1.892 1.011
H 5.251 -0.664 0.164
H 3.477 -0.356 0.375
H 4.580 -2.573 -1.453
H 2.901 -2.191 -1.053
H 4.210 -2.210 -3.433
C -5.936 5.074 -3.457
O -4.576 4.895 -3.100
O -6.657 3.898 -3.542
C -6.611 5.865 -2.330
F -7.944 5.883 -2.450
F -6.294 5.483 -1.077
F -6.292 7.179 -2.440
C -3.789 4.347 -4.215
C -3.085 3.034 -3.834
H -3.668 2.134 -4.120
H -2.121 2.827 -4.330
H -2.715 3.059 -2.807
H -3.100 5.124 -4.582
H -4.509 4.175 -4.974
H -5.991 5.553 -4.381
N 0.710 3.116 -4.518
O 0.880 3.669 -5.569
O 1.018 3.657 -3.452
O 0.232 1.935 -4.465
N 2.135 -5.572 0.079
O 2.796 -6.035 -0.864
O 1.665 -6.350 0.924
O 1.854 -4.367 0.160
N 3.564 7.727 3.115
O 3.583 6.505 3.392
O 3.612 8.547 3.944
O 3.514 8.021 1.845
N -4.030 -5.819 3.133
O -3.370 -5.936 4.171
O -3.484 -5.346 2.122
O -5.185 -6.192 3.040
N -1.608 -2.539 -0.983
O -0.558 -2.312 -1.576
O -2.581 -3.024 -1.661
O -1.824 -2.329 0.264
*
```

Results of the Mulliken charge analysis, in e, for atoms 1 through 99: atom 1 (C): -1.540, atom 2 (C): 0.034, atom 3 (C): -0.136, atom 4 (O): -0.503, atom 5 (C): -0.840, atom 6 (N): 0.431, atom 7 (H): 0.438, atom 8 (H): -0.592, atom 9 (H): 0.550, atom 10 (H): 0.315, atom 11 (H): 0.408, atom 12 (H): 0.413, atom 13 (H): 0.497, atom 14 (H): 0.892, atom 15 (H): -0.344, atom 16 (H): 0.512, atom 17 (H): 0.403, atom 18 (H): 0.048, atom 19 (C): -0.789, atom 20 (C): 1.272, atom 21 (C): -1.004, atom 22 (O): 0.783, atom 23 (C): 1.086, atom 24 (N): 1.718, atom 25 (H): 0.390, atom 26 (H): -0.773, atom 27 (H): -0.186, atom 28 (H): 0.079, atom 29 (H): -0.102, atom 30 (H): -0.071, atom 31 (H): 0.610, atom 32 (H): -0.278, atom 33 (H): 0.213, atom 34 (H): 0.160, atom 35 (H): 0.049, atom 36 (H): -1.499, atom 37 (C): -1.755, atom 38 (C): 0.255, atom 39 (C): 0.646, atom 40 (O): -0.512, atom 41 (C): -0.519, atom 42 (N): 1.239, atom 43 (H): 0.219, atom 44 (H): 0.233, atom 45 (H): -0.760, atom 46 (H): 0.450, atom 47 (H): 0.439, atom 48 (H): 0.296, atom 49 (H): 0.617, atom 50 (H): -0.899, atom 51 (H): 0.231, atom 52 (H): 0.096, atom 53 (H): 0.307, atom 54 (H): 0.300, atom 55 (C): -1.541, atom 56 (C): 0.566, atom 57 (C): -1.025, atom 58 (O): -0.160, atom 59 (C): -0.501, atom 60 (N): 0.594, atom 61 (H): 0.289, atom 62 (H): 0.248, atom 63 (H): -0.120, atom 64 (H): 0.374, atom 65 (H): 0.312, atom 66 (H): 0.421, atom 67 (H): 0.530, atom 68 (H): 0.302, atom 69 (H): 0.584, atom 70 (H): 0.319, atom 71 (H): 0.342, atom 72 (H): -0.152, atom 73 (C): -1.532, atom 74 (C): 0.365, atom 75 (C): -0.197, atom 76 (O): -0.399, atom 77 (C): -0.515, atom 78 (N): 0.058, atom 79 (H): 0.214, atom 80 (H): 0.380, atom 81 (H): -0.361, atom 82 (H): 0.451, atom 83 (H): 0.359, atom 84 (H): 0.261, atom 85 (H): 0.206, atom 86 (H): 0.467, atom 87 (H): -0.016, atom 88 (H): 0.253, atom 89 (H): 0.286, atom 90 (H): 0.113, atom 91 (C): -1.574, atom 92 (C): -0.157, atom 93 (C): -0.038, atom 94 (O): -0.452, atom 95 (C): -0.190, atom 96 (N): -0.529, atom 97 (H): 0.005, atom 98 (H): 0.126, atom 99 (H): 0.137

---

No. 4
Computed, not measured: a 13-piece molecular cluster, C40H102O20 overall, with wB97M-V/def2-TZVPD.

```
! wB97M-V def2-TZVPD RIJCOSX def2/J DEFGRID3
* xyz 0 1
C 2.642 -22.537 8.691
C 2.362 -23.993 8.392
C 0.840 -24.140 8.209
O 0.359 -22.781 8.233
C 1.256 -22.034 9.061
H 3.026 -22.029 7.806
H 3.430 -22.375 9.426
H 2.636 -24.611 9.247
H 3.031 -24.293 7.585
H 0.293 -24.629 9.014
H 0.597 -24.632 7.267
H 0.910 -22.164 10.086
H 1.101 -20.996 8.765
C 0.156 -21.845 3.941
C -0.468 -20.579 3.850
C 0.657 -19.616 4.053
O 1.467 -20.303 4.986
C 1.158 -21.667 5.119
H 0.782 -22.055 3.073
H -0.448 -22.734 4.119
H -1.181 -20.534 4.674
H -0.936 -20.350 2.892
H 0.393 -18.626 4.425
H 1.240 -19.504 3.139
H 0.651 -21.840 6.069
H 2.008 -22.349 5.106
C 3.965 -26.436 11.911
O 3.427 -25.839 13.115
H 5.016 -26.192 11.757
H 3.831 -27.518 11.947
H 3.328 -26.024 11.128
H 3.077 -24.981 12.864
C 1.214 -23.505 12.690
O 2.581 -23.408 12.312
H 0.526 -23.794 11.895
H 1.087 -24.220 13.503
H 0.848 -22.552 13.071
H 2.721 -22.471 12.158
C 4.462 -27.839 7.849
O 4.128 -28.170 9.152
H 4.021 -28.620 7.229
H 4.005 -26.885 7.581
H 5.538 -27.727 7.723
H 3.172 -28.225 9.077
C 0.990 -27.932 7.606
O 1.399 -27.713 8.940
H 0.987 -27.078 6.928
H 1.440 -28.784 7.097
H -0.077 -28.125 7.712
H 0.740 -27.222 9.436
C 9.866 -26.832 6.327
O 8.862 -26.204 7.079
C 9.147 -26.184 8.483
C 7.900 -25.797 9.280
O 7.480 -24.450 9.073
C 6.361 -24.099 9.844
H 9.858 -27.920 6.403
H 10.869 -26.559 6.656
H 9.589 -26.463 5.339
H 9.955 -25.473 8.655
H 9.455 -27.196 8.747
H 7.890 -25.988 10.353
H 7.145 -26.449 8.840
H 5.601 -24.853 9.638
H 5.954 -23.122 9.581
H 6.668 -24.194 10.885
C -2.465 -23.232 6.666
O -3.814 -23.340 6.255
C -3.931 -23.190 4.800
C -5.429 -23.326 4.301
O -6.068 -24.497 4.795
C -7.453 -24.487 4.696
H -2.376 -23.611 7.684
H -1.988 -22.269 6.480
H -1.885 -23.948 6.084
H -3.278 -23.940 4.354
H -3.555 -22.212 4.501
H -5.544 -23.359 3.218
H -5.804 -22.394 4.723
H -7.829 -25.403 5.151
H -7.727 -24.500 3.641
H -7.936 -23.586 5.076
C -4.001 -19.713 12.326
O -3.239 -19.797 11.137
C -4.054 -19.986 9.936
C -3.142 -20.294 8.718
O -2.374 -19.087 8.366
C -1.681 -19.207 7.187
H -4.829 -20.418 12.408
H -4.476 -18.733 12.368
H -3.437 -19.821 13.252
H -4.617 -19.080 9.712
H -4.671 -20.860 10.145
H -3.804 -20.676 7.941
H -2.425 -21.027 9.087
H -0.996 -20.055 7.219
H -1.110 -18.303 6.977
H -2.326 -19.350 6.321
C -1.928 -29.771 13.301
O -1.193 -28.862 12.452
C -1.458 -27.432 12.571
C -0.575 -26.657 11.559
O -0.924 -26.736 10.157
C -2.170 -26.158 9.813
H -2.991 -29.725 13.066
H -1.871 -29.528 14.363
H -1.602 -30.803 13.174
H -1.199 -27.133 13.586
H -2.526 -27.226 12.495
H 0.459 -27.003 11.567
H -0.670 -25.607 11.835
H -2.314 -26.424 8.766
H -2.143 -25.071 9.876
H -3.001 -26.473 10.444
C 6.453 -24.333 5.664
O 6.114 -25.037 4.489
C 6.396 -26.473 4.441
C 5.802 -27.204 3.187
O 4.397 -27.065 3.054
C 3.620 -27.732 4.048
H 5.617 -24.356 6.363
H 6.562 -23.262 5.494
H 7.372 -24.586 6.193
H 5.922 -26.983 5.279
H 7.466 -26.679 4.460
H 6.080 -28.254 3.089
H 6.197 -26.693 2.309
H 2.609 -27.723 3.641
H 3.676 -27.292 5.043
H 3.876 -28.784 4.169
C 3.874 -13.369 8.202
O 3.621 -14.720 8.422
C 4.850 -15.491 8.382
C 4.568 -17.000 8.758
O 3.652 -17.552 7.825
C 3.553 -18.953 7.941
H 4.440 -13.247 7.279
H 4.442 -12.961 9.039
H 2.931 -12.822 8.184
H 5.570 -14.983 9.023
H 5.306 -15.522 7.392
H 4.096 -17.099 9.735
H 5.500 -17.554 8.868
H 3.299 -19.200 8.972
H 4.472 -19.516 7.773
H 2.852 -19.348 7.206
C 5.191 -21.574 12.558
O 3.889 -20.964 12.758
C 3.715 -19.893 11.871
C 2.318 -19.227 12.031
O 1.329 -20.090 11.496
C 0.014 -19.804 11.856
H 5.295 -22.452 13.197
H 6.004 -20.887 12.794
H 5.363 -21.907 11.535
H 3.776 -20.361 10.889
H 4.554 -19.199 11.931
H 2.364 -18.267 11.517
H 2.206 -19.022 13.096
H -0.364 -19.157 11.064
H -0.064 -19.399 12.865
H -0.646 -20.667 11.772
*
```

Results of the Mulliken charge analysis, in e, for atoms 1 through 99: atom 1 (C): 0.289, atom 2 (C): 1.555, atom 3 (C): -0.589, atom 4 (O): 0.081, atom 5 (C): 0.105, atom 6 (H): 0.440, atom 7 (H): -0.413, atom 8 (H): -1.159, atom 9 (H): -0.165, atom 10 (H): -0.142, atom 11 (H): 0.206, atom 12 (H): -0.441, atom 13 (H): 0.245, atom 14 (C): -0.801, atom 15 (C): 0.327, atom 16 (C): -0.649, atom 17 (O): -0.414, atom 18 (C): 0.598, atom 19 (H): 0.389, atom 20 (H): 0.278, atom 21 (H): -0.488, atom 22 (H): 0.429, atom 23 (H): 0.280, atom 24 (H): 0.341, atom 25 (H): -0.691, atom 26 (H): 0.378, atom 27 (C): 0.222, atom 28 (O): -0.648, atom 29 (H): 0.249, atom 30 (H): 0.338, atom 31 (H): -0.550, atom 32 (H): 0.536, atom 33 (C): -0.236, atom 34 (O): -0.474, atom 35 (H): -0.264, atom 36 (H): 0.485, atom 37 (H): 0.288, atom 38 (H): 0.129, atom 39 (C): -0.400, atom 40 (O): -0.622, atom 41 (H): 0.414, atom 42 (H): -0.055, atom 43 (H): 0.222, atom 44 (H): 0.435, atom 45 (C): -0.796, atom 46 (O): -0.291, atom 47 (H): 0.212, atom 48 (H): 0.312, atom 49 (H): 0.417, atom 50 (H): 0.189, atom 51 (C): -0.892, atom 52 (O): -0.100, atom 53 (C): -0.856, atom 54 (C): 0.069, atom 55 (O): -0.507, atom 56 (C): -0.269, atom 57 (H): 0.316, atom 58 (H): 0.383, atom 59 (H): 0.216, atom 60 (H): 0.378, atom 61 (H): 0.395, atom 62 (H): 0.484, atom 63 (H): -0.136, atom 64 (H): 0.069, atom 65 (H): 0.064, atom 66 (H): 0.362, atom 67 (C): -0.391, atom 68 (O): -0.429, atom 69 (C): -0.298, atom 70 (C): -0.818, atom 71 (O): -0.274, atom 72 (C): -0.767, atom 73 (H): 0.065, atom 74 (H): 0.121, atom 75 (H): 0.443, atom 76 (H): 0.352, atom 77 (H): 0.274, atom 78 (H): 0.412, atom 79 (H): 0.366, atom 80 (H): 0.236, atom 81 (H): 0.312, atom 82 (H): 0.321, atom 83 (C): -0.904, atom 84 (O): -0.147, atom 85 (C): -0.930, atom 86 (C): 0.212, atom 87 (O): -0.454, atom 88 (C): -0.519, atom 89 (H): 0.343, atom 90 (H): 0.349, atom 91 (H): 0.246, atom 92 (H): 0.348, atom 93 (H): 0.456, atom 94 (H): 0.319, atom 95 (H): -0.043, atom 96 (H): -0.018, atom 97 (H): 0.353, atom 98 (H): 0.404, atom 99 (C): -0.811

---

| no. | calculated total energy (eV) |
| --- | --- |
| 1 | -22134.2786 |
| 2 | -24180.1502 |
| 3 | -142784.3660 |
| 4 | -84070.5044 |